Entry from OMol25: a cluster of 3 separate species, C7H11N2O5 in total at a distorted geometry (the ωB97M-V functional and the def2-TZVPD basis).

Last column: Löwdin spin population.
CARTESIAN COORDINATES (ANGSTROEM)
C: 2.363 1.376 0.989  0.03
H: 1.079 -2.825 1.526  0.03
H: 1.594 3.043 -0.760  0.00
C: 0.788 2.390 -0.526  0.02
O: -0.458 0.186 -0.713  0.08
H: 1.089 -2.108 -1.259  0.00
H: 2.023 1.582 2.062  0.01
O: -3.907 3.553 -0.161  0.00
H: 2.976 0.465 1.080  0.01
C: 1.531 -2.812 -0.557  0.06
O: -3.913 1.303 0.231  0.00
C: -3.936 2.439 0.099  0.00
H: -0.034 2.870 -0.043  0.01
H: 0.440 2.010 -1.470  0.00
O: -2.515 -1.941 -0.484  0.00
H: 3.063 2.175 0.593  0.00
H: 2.521 -2.972 -0.573  0.01
N: 1.205 1.213 0.182  0.15
C: -3.658 -2.102 -0.404  0.00
O: -4.782 -2.294 -0.419  0.00
N: 1.205 -2.248 0.775  0.40
H: 1.055 -3.801 -0.626  0.01
H: -1.158 -0.519 -0.534  0.00
C: 0.633 0.072 0.096  0.21
C: 0.795 -1.054 0.896  0.98

The value obtained for the total energy is -758.71095 Eh. The lowest unoccupied orbital energy (alpha / beta) comes out at -2.95 / -5.76 eV. The HOMO energy (alpha / beta) is -10.83 / -14.68 eV. As for the net charge: +1. The spin multiplicity is 3.



Entry from OMol25: a structure of composition C12H29AlN4O5 at a distorted geometry (the ωB97M-V functional and the def2-TZVPD basis).

Last column: natural (NBO) charge in e.
CARTESIAN COORDINATES (ANGSTROEM)
Al: -8.956 1.933 -0.127  1.00
H: 1.683 5.196 -2.710  0.15
N: -2.773 0.942 6.768  -0.35
H: -4.599 0.095 7.469  0.26
H: -1.271 -5.784 -3.644  0.25
O: 3.854 1.683 0.829  -0.56
O: -3.930 1.714 -1.584  -0.46
H: -4.102 -7.973 -2.383  0.24
H: 2.675 -1.588 1.662  0.22
N: 4.069 -0.495 0.525  -0.33
C: 2.045 4.892 -3.704  0.50
H: -4.700 -4.553 -3.098  0.12
C: -3.659 -4.742 -3.403  0.51
H: -5.306 -6.918 -2.788  0.24
N: 3.141 5.510 -4.166  -0.30
C: 3.774 5.319 -5.469  -0.44
H: 2.262 0.115 1.558  0.25
H: 4.224 -2.555 -0.190  0.23
H: 2.146 -0.782 0.078  0.22
N: -3.346 -5.998 -3.063  -0.34
H: -1.696 -6.748 -2.227  0.20
H: -2.565 1.730 4.884  0.13
O: -4.549 1.203 5.288  -0.60
H: 5.476 -2.109 0.855  0.23
C: -1.351 1.170 7.079  -0.41
C: -3.530 0.148 7.673  -0.43
H: 3.862 7.454 -3.788  0.23
H: 3.273 6.654 -2.392  0.22
H: -3.198 -0.889 7.622  0.21
C: 2.707 -0.715 1.010  -0.43
O: -2.901 -3.979 -3.990  -0.55
H: -0.889 1.459 6.135  0.21
H: -1.956 -7.469 -3.764  0.23
H: 5.558 -1.463 -0.732  0.23
C: 4.850 -1.699 0.062  -0.43
H: -4.130 -6.757 -1.297  0.22
H: -0.855 0.362 7.617  0.23
H: 4.799 4.961 -5.370  0.23
H: 5.570 0.807 0.052  0.14
C: 4.590 0.729 0.547  0.50
H: -1.331 2.009 7.774  0.22
C: -4.302 -6.901 -2.364  -0.45
H: -3.267 0.421 8.695  0.22
C: -3.312 1.346 5.596  0.51
H: 3.198 4.602 -6.054  0.25
H: -3.122 1.210 -1.366  0.43
C: 3.853 6.480 -3.298  -0.42
H: 3.688 6.224 -6.072  0.23
O: 1.405 4.081 -4.394  -0.53
H: 4.879 6.178 -3.090  0.23
C: -1.984 -6.508 -3.251  -0.43

The relative energy (zero: lowest compared OMol25 entry of this formula, charge and spin) is 74.9 kcal/mol. The value obtained for the total energy is -1311.35096 Eh. The lowest unoccupied orbital energy comes out at -11.17 eV. The HOMO energy is -12.69 eV. As for the net charge: +2.



net charge of number 1 (C7H11N2O5)?
+1